30
Properties=species:S:1:pos:R:3:forces:R:3 method="wB97M-V/def2-TZVPD" total_energy_ha=-762.7829 e_lumo_ev=0.577 orbital_gap_ev=9.930
C -2.6084 -1.2607 0.5519 1.9 -0.6 -1.2
C -2.9246 -0.0213 -0.3488 2.8 -0.3 1.4
C -0.7039 1.0072 0.3009 -1.1 1.4 -0.2
C -0.1415 2.5050 0.6472 -1.2 -0.9 -0.7
C 0.0573 0.2995 -0.8465 -0.3 1.5 -0.3
C 1.4329 -0.1274 -0.4179 0.5 0.1 -2.1
C 1.6186 -1.3710 0.1258 -1.9 -0.5 1.6
C 2.5738 0.5325 -0.8395 0.3 2.0 -1.3
C 2.8287 -1.7991 0.5604 2.2 0.4 -0.5
C 3.8692 0.0718 -0.6043 0.2 0.1 1.4
C 3.9683 -1.0296 0.2508 1.3 -0.6 -0.7
H -3.8344 -2.6766 -0.1877 0.0 -0.2 -0.1
H -4.4701 -1.7085 0.9103 -0.1 -0.5 0.1
H -1.5625 -1.7733 0.3996 -2.0 1.2 -0.1
H -2.5814 -0.8338 1.4915 0.7 1.1 2.3
H -2.3240 1.8988 -0.7389 -0.1 -0.5 0.1
H -0.7161 0.4722 1.2539 0.5 -0.1 -0.2
H -0.0552 0.9616 -1.7820 0.8 -0.6 1.4
H -0.5411 -0.5512 -1.1606 0.1 -0.3 0.4
H 0.7272 -1.9342 0.4212 0.3 -0.1 -0.3
H 2.4395 1.4776 -1.4253 0.1 -0.9 0.5
H 2.9740 -2.7679 0.9836 -0.1 -0.4 0.5
H 4.8198 0.5930 -0.8944 -1.4 -0.4 0.1
H 5.0168 -1.3464 0.5119 -1.4 0.1 0.0
H -0.2167 4.2181 0.0377 1.2 2.3 0.5
N -3.6283 -2.2505 0.7095 -0.9 0.0 -0.9
N -2.1278 1.1010 -0.1355 0.6 0.4 0.4
O -3.8184 0.0099 -1.1162 -2.4 -0.1 -1.6
O 0.6605 2.8342 1.4679 0.2 -0.9 0.1
O -0.7323 3.4691 -0.1264 -1.1 -3.0 -0.6

***

47
Properties=species:S:1:pos:R:3:forces:R:3 method="wB97M-V/def2-TZVPD" total_energy_ha=-1432.7190 e_lumo_ev=0.531 orbital_gap_ev=9.281
C -4.5151 2.0309 -2.9722 0.0 0.2 -0.2
H -5.3374 1.8106 -3.6509 0.1 0.1 0.0
O -4.5228 0.9970 -2.0179 0.0 -0.2 0.3
C -3.5864 1.0064 -1.0343 0.1 -0.1 0.2
C -2.6044 1.9774 -0.8795 -0.2 0.0 -0.2
C -1.6739 1.8976 0.1493 0.0 -0.2 0.2
C -1.7313 0.8281 1.0399 -0.5 0.1 0.0
C -2.7419 -0.1227 0.9097 0.0 0.1 -0.1
C -3.6533 -0.0455 -0.1179 -0.1 0.1 -0.2
H -4.4307 -0.7826 -0.2345 -0.1 -0.1 0.0
H -2.7958 -0.9320 1.6219 0.0 -0.1 0.1
C -0.7152 0.6316 2.1119 0.4 0.0 -0.4
O -0.9640 0.6611 3.2922 -0.1 -0.1 0.1
C 0.6522 0.2582 1.5670 0.1 0.0 0.7
H 0.7990 0.6991 0.5803 -0.1 0.0 0.1
C 1.8075 0.6490 2.4882 0.0 0.1 -0.3
C 3.1206 0.1771 1.8680 -0.1 -0.2 0.2
C 3.0774 -1.3321 1.6225 0.6 0.3 0.0
N 1.9134 -1.7382 0.8680 0.1 -0.4 -0.8
S 2.0217 -1.8215 -0.7769 0.0 0.1 0.4
O 3.3146 -2.3483 -1.0819 0.2 0.3 0.0
O 0.8557 -2.5114 -1.2281 -0.2 0.2 -0.1
N 1.9325 -0.2095 -1.3255 0.1 -1.1 0.2
C 0.7594 0.0759 -2.1236 -0.4 0.0 -0.1
H 0.6373 1.1574 -2.1996 0.0 0.0 0.0
H 0.8370 -0.3465 -3.1311 0.0 0.0 0.0
H -0.1093 -0.3544 -1.6337 -0.2 0.1 -0.1
C 3.1584 0.2829 -1.9148 0.4 0.1 0.0
H 3.2644 -0.0285 -2.9595 0.0 0.0 0.0
H 3.9948 -0.1190 -1.3512 0.2 0.2 -0.1
H 3.1669 1.3734 -1.8642 0.0 0.0 0.0
C 0.6599 -1.2751 1.3994 -0.6 0.2 -0.2
H -0.1169 -1.6054 0.7091 -0.2 0.0 0.2
H 0.4986 -1.7482 2.3741 0.0 0.0 -0.1
H 3.9453 -1.6720 1.0579 0.1 0.0 0.3
H 3.0500 -1.8623 2.5809 0.0 0.0 -0.1
H 3.9575 0.4089 2.5282 0.1 0.0 0.0
H 3.2755 0.6940 0.9197 0.1 0.1 0.0
H 1.6594 0.1882 3.4667 0.0 0.0 0.1
H 1.8244 1.7320 2.6279 0.0 0.0 0.1
C -0.6553 2.9900 0.3043 0.0 -0.1 -0.1
H 0.1952 2.8232 -0.3574 0.1 0.0 0.0
H -1.0924 3.9522 0.0448 0.0 0.1 0.0
H -0.2913 3.0390 1.3272 0.1 0.1 0.1
H -2.5510 2.8192 -1.5528 0.0 0.1 -0.1
H -4.6831 3.0080 -2.5080 0.0 0.0 0.0
H -3.5770 2.0507 -3.5362 0.0 0.0 0.0

***

72
Properties=species:S:1:pos:R:3:forces:R:3 method="wB97M-V/def2-TZVPD" total_energy_ha=-4608.7062 spin_multiplicity=5 e_lumo_ev="-0.202 / -0.641" orbital_gap_ev="7.471 / 7.433"
Co -0.0012 0.0981 -0.1960 -1.1 -0.1 0.3
O -1.3032 1.6260 0.6682 1.1 0.2 -0.5
S -2.6319 1.1473 1.1373 -1.6 0.9 0.7
C -2.4588 1.0228 2.9925 -0.1 -0.2 -0.5
C -1.5862 2.1217 3.4587 0.1 0.1 0.1
C -0.2352 2.0942 3.1281 0.0 0.0 0.1
C 0.5721 3.1833 3.3932 0.1 -0.1 0.0
C 0.0473 4.2992 4.0223 0.1 0.1 0.0
C -1.2856 4.3183 4.3971 0.0 0.1 0.1
C -2.1015 3.2385 4.1092 0.0 -0.1 0.1
C -3.6702 2.6973 1.1468 0.4 -0.6 0.0
C -3.5330 3.3208 -0.1948 0.0 0.1 -0.2
C -4.3153 2.9087 -1.2687 0.0 0.0 0.1
C -4.1294 3.4669 -2.5207 -0.1 0.0 -0.1
C -3.1573 4.4342 -2.7114 0.1 0.0 -0.1
C -2.3559 4.8283 -1.6542 0.0 0.1 0.0
C -2.5433 4.2733 -0.4027 0.0 0.0 0.0
H -2.0227 0.0402 3.1548 0.0 -0.1 0.0
H -3.4695 1.0553 3.3908 0.0 0.0 0.1
H 0.1756 1.2181 2.6481 0.0 0.0 0.0
H 1.6129 3.1595 3.1039 0.1 0.0 0.0
H 0.6805 5.1493 4.2280 0.0 0.1 0.0
H -1.6933 5.1807 4.9055 0.0 0.0 0.0
H -3.1418 3.2530 4.4091 -0.1 0.0 0.0
H -3.3149 3.3505 1.9386 0.0 0.0 0.0
H -4.6833 2.3565 1.3531 -0.1 0.0 0.1
H -5.0737 2.1518 -1.1191 -0.1 -0.1 0.0
H -4.7400 3.1438 -3.3520 0.0 0.0 0.0
H -3.0145 4.8742 -3.6871 0.0 0.0 -0.1
H -1.5805 5.5652 -1.8033 0.0 0.1 0.0
H -1.9174 4.5719 0.4257 0.1 0.0 0.1
Cl -4.5792 -1.2331 1.8440 -0.6 0.0 0.4
C -3.6167 -2.0755 0.6185 0.6 -0.2 -0.3
C -2.1291 -2.0491 1.0630 -0.6 -0.5 -0.2
O -1.6923 -2.9600 1.7419 0.0 -0.4 0.3
O -1.4823 -1.0303 0.6725 0.8 0.5 -0.3
H -3.7582 -1.5416 -0.3221 0.1 -0.1 0.1
H -3.9846 -3.0990 0.5570 0.1 0.1 0.0
I 5.1841 2.4248 -1.2541 -0.3 -0.2 0.2
C 3.9784 1.1688 -0.0725 0.6 0.1 -0.2
C 4.5334 0.0742 0.5773 -0.4 0.2 -0.1
C 3.6882 -0.6997 1.3576 0.0 0.0 0.1
C 2.3374 -0.3987 1.3917 0.2 0.2 0.1
N 1.7995 0.6182 0.7034 0.8 -0.4 0.5
C 2.6238 1.4223 0.0280 -0.1 0.2 0.0
H 5.5828 -0.1526 0.4882 0.1 0.0 0.0
H 4.0738 -1.5314 1.9267 0.0 -0.1 0.0
H 1.6512 -0.9856 1.9887 -0.1 -0.1 -0.1
H 2.1733 2.2821 -0.4475 -0.1 -0.1 -0.2
S 0.1299 1.0790 -2.0663 0.0 0.4 -0.7
C 1.3870 -4.9041 -0.2383 0.0 0.2 0.0
C 1.1875 -3.4877 0.2967 -0.1 0.3 -0.1
P 0.8386 -2.1363 -0.9360 0.4 -0.9 -0.2
C 2.3055 -2.3382 -2.0621 -0.3 0.1 0.3
C 2.3515 -1.3541 -3.2197 0.0 0.0 0.1
C -0.5363 -2.9117 -1.9011 0.0 0.3 0.1
C -1.3829 -1.8822 -2.6363 -0.1 -0.1 0.0
H 1.4724 -5.5836 0.6084 0.0 -0.1 0.0
H 2.2952 -4.9901 -0.8311 0.1 0.0 -0.1
H 0.5473 -5.2306 -0.8467 -0.1 0.0 0.0
H 2.0816 -3.1901 0.8522 0.0 0.1 0.1
H 0.3411 -3.4756 0.9907 0.1 0.1 0.0
H 2.3013 -3.3620 -2.4461 0.1 0.0 0.1
H 3.1907 -2.2099 -1.4302 0.0 -0.1 0.0
H 1.5275 -1.5267 -3.9042 -0.1 0.0 -0.2
H 3.2826 -1.4652 -3.7704 0.1 0.0 -0.1
H 2.2729 -0.3283 -2.8675 0.0 0.1 0.0
H -1.1505 -3.4403 -1.1665 0.1 -0.1 0.0
H -0.1177 -3.6387 -2.6016 0.0 -0.1 0.1
H -1.7381 -1.1243 -1.9370 0.0 0.0 -0.2
H -2.2494 -2.3453 -3.1038 -0.1 -0.1 -0.1
H -0.8021 -1.3762 -3.4037 -0.1 0.1 0.0

***

94
Properties=species:S:1:pos:R:3:forces:R:3 method="wB97M-V/def2-TZVPD" total_energy_ha=-4288.4807 e_lumo_ev=-0.031 orbital_gap_ev=10.478
C -0.5522 2.6856 -5.9586 0.1 0.9 0.8
C -0.7986 3.6462 -4.7913 -0.3 0.4 -2.2
C -2.1891 3.6022 -4.1835 0.7 0.1 -0.1
O -1.8889 3.5098 -2.7841 0.0 0.3 0.7
C -0.5492 3.4358 -2.5679 -0.4 -0.5 -0.8
O 0.0000 3.3203 -1.5175 -0.3 0.2 0.0
O 0.0946 3.4133 -3.7535 0.7 -0.4 1.4
H 0.5111 2.7651 -6.1796 -0.1 -0.4 -0.3
H -1.1264 3.0309 -6.8174 0.0 -0.2 0.0
H -0.8446 1.6790 -5.6619 0.1 -0.1 -0.2
H -0.6139 4.6780 -5.1031 0.1 -0.1 -0.3
H -2.7871 2.7496 -4.4987 -0.1 0.0 0.2
H -2.6396 4.5509 -4.4701 -0.6 -0.2 0.6
C 2.7969 1.8678 -4.4752 0.5 0.3 -0.8
C 3.4996 2.7246 -3.3998 -1.1 -1.4 -0.3
C 3.8300 1.8985 -2.1361 -0.8 -0.6 -0.7
O 5.2161 2.1134 -1.9122 -0.2 -0.6 0.7
C 5.7533 2.7065 -2.9702 0.8 1.4 -0.9
O 6.9073 2.9379 -3.1704 -0.4 -0.5 0.5
O 4.7930 3.1423 -3.8170 -0.7 0.2 -0.4
H 3.3418 0.9859 -4.8171 0.1 -0.2 0.6
H 2.6890 2.4280 -5.4077 0.1 0.4 0.2
H 1.7689 1.6239 -4.2073 0.2 -0.2 0.4
H 2.7490 3.5020 -3.2519 0.8 0.8 0.4
H 3.6267 0.8625 -2.4194 0.5 -0.2 0.2
H 3.2321 2.0445 -1.2396 0.3 0.7 0.0
C -4.7218 0.8445 3.9151 -0.4 0.0 -0.9
C -5.3176 0.9860 2.4936 1.0 0.0 0.6
C -4.3823 1.7704 1.5592 -0.5 1.6 0.9
O -3.9172 0.8556 0.6204 0.5 -1.3 -1.0
C -4.5149 -0.3641 0.7840 -0.3 0.2 0.5
O -4.3967 -1.3241 0.0771 0.2 1.0 0.5
O -5.2866 -0.2988 1.8874 -0.4 -1.1 -0.4
H -5.2617 0.0359 4.4053 0.1 0.1 0.3
H -4.7847 1.7740 4.4804 -0.2 0.0 0.0
H -3.6655 0.5907 3.8187 0.0 -0.2 0.0
H -6.3532 1.3210 2.5208 0.1 0.1 -0.1
H -3.5855 2.1982 2.1702 0.4 -0.3 -0.3
H -4.8258 2.6127 1.0251 -0.3 -0.1 0.0
C 0.7488 -4.4855 -1.2484 0.4 0.5 0.0
C 1.5734 -5.4449 -0.4162 -0.9 -1.3 0.8
C 0.9047 -6.0494 0.8535 -0.8 2.0 0.3
O 1.1646 -7.4233 0.8139 0.1 -0.5 0.4
C 1.6014 -7.7469 -0.4079 0.8 -1.3 -0.2
O 1.9116 -8.8493 -0.7669 -0.5 0.6 0.3
O 1.7154 -6.6601 -1.1581 0.4 0.2 -1.4
H 1.0173 -3.4713 -0.9521 -0.2 0.1 -0.1
H -0.3339 -4.5880 -1.1801 0.1 -0.3 0.4
H 0.9914 -4.6218 -2.3025 0.2 0.1 0.0
H 2.5768 -5.0985 -0.1699 -0.1 0.3 -0.3
H -0.1710 -5.8572 0.8374 -0.1 -0.2 -0.2
H 1.2284 -5.6007 1.7915 0.4 -0.2 -0.1
C 4.2126 -1.4780 3.7949 0.7 0.9 -0.2
C 3.2597 -1.4705 2.6335 0.2 -1.0 0.7
C 3.5219 -2.5307 1.5718 0.4 0.0 0.4
O 2.2256 -3.0812 1.2878 0.2 0.8 -0.5
C 1.3933 -2.7367 2.2974 -1.2 -1.0 0.7
O 0.2996 -3.2281 2.4505 1.3 0.9 -0.4
O 1.9967 -1.8920 3.1492 -1.0 0.1 -0.4
H 4.9403 -0.6965 3.5637 0.3 -0.1 0.4
H 4.7558 -2.4085 3.9492 -0.3 -0.1 0.1
H 3.6631 -1.1689 4.6821 0.1 -0.1 0.1
H 3.2177 -0.4580 2.2347 -0.5 -0.1 -0.1
H 4.0857 -3.3850 1.9483 0.4 0.3 0.1
H 4.0661 -2.0585 0.7541 -0.5 -0.5 -0.6
C 1.5235 0.2050 -0.2121 -0.8 -0.9 -0.2
C 0.6955 1.2049 0.5641 -0.6 0.0 -0.2
C -0.8352 1.0232 0.5311 1.5 -0.8 -2.5
O -1.2284 0.8807 1.8585 -0.8 0.2 0.7
C -0.1559 0.8862 2.6674 0.4 -0.1 1.0
O -0.1531 0.7347 3.8574 -0.6 0.2 -0.7
O 0.9572 1.0888 1.9669 1.0 0.2 -0.3
H 1.1939 -0.8328 -0.0940 0.1 -0.1 1.0
H 2.5736 0.3101 0.0494 0.1 -0.1 -0.4
H 1.3050 0.2202 -1.2835 0.5 1.0 -0.2
H 0.8816 2.2081 0.1790 0.5 0.0 0.6
H -1.0164 0.1275 -0.0682 -0.5 -0.3 0.5
H -1.2013 1.8455 -0.0839 -0.8 0.3 1.0
Cl -1.4073 -1.4255 -2.5507 0.1 -0.1 0.2
C -2.4096 -0.3187 -3.4981 -0.4 0.9 -0.2
C -3.6804 0.0960 -2.7291 0.2 -1.7 0.6
Cl -4.8614 0.9254 -3.7355 0.0 0.6 -0.3
H -2.5825 -0.7777 -4.4699 -0.5 -0.2 0.2
H -1.7990 0.5558 -3.7281 0.0 0.1 0.3
H -3.4805 0.5981 -1.7834 0.3 0.7 -0.4
H -4.2289 -0.7710 -2.3605 0.3 -0.3 -0.3
Cl -0.5195 1.9787 8.8266 -0.1 -0.1 0.0
C -0.8195 1.2773 7.2213 0.3 0.2 -0.8
C -2.2208 1.4715 6.6833 -0.2 -0.9 0.9
Cl -3.4126 0.7792 7.9002 0.2 0.6 -0.5
H -0.5784 0.2169 7.1737 0.0 0.0 0.6
H -0.1046 1.7800 6.5704 -0.2 0.0 -0.2
H -2.3555 0.7895 5.8472 0.2 0.4 -0.3
H -2.4526 2.5055 6.4428 -0.2 -0.1 0.2

***

34
Properties=species:S:1:pos:R:3:forces:R:3 method="wB97M-V/def2-TZVPD" total_energy_ha=-1373.4662 e_lumo_ev=-0.048 orbital_gap_ev=10.646
C -1.5761 0.3755 -0.8750 0.3 0.2 -1.2
C -2.9619 0.2085 -1.5733 2.7 3.2 0.5
O -3.7465 0.0591 -0.4658 -1.9 -0.1 -1.1
C -3.0663 -0.6426 0.4194 -0.2 -1.1 4.3
O -3.5902 -1.1827 1.3742 1.5 0.7 -2.1
O -1.7221 -0.4956 0.2151 -0.6 -1.0 0.5
F -2.9902 -0.8507 -2.3678 -0.2 -1.2 -0.8
H -1.3371 1.3659 -0.4874 -0.6 0.3 -0.1
H -0.7331 0.1407 -1.5248 -0.1 -0.7 0.1
H -3.1784 1.1231 -2.1253 -0.6 -0.2 0.0
C 2.6275 -4.5682 -3.2267 0.3 0.4 0.2
C 1.2428 -4.8419 -2.7526 -1.7 0.3 -3.7
O 0.8916 -3.7372 -1.9859 0.6 -0.4 0.3
C 2.0640 -3.2169 -1.5336 -1.4 6.0 2.9
O 2.0384 -2.1537 -0.7941 0.8 -5.6 -3.3
O 3.0843 -3.8096 -2.1155 1.9 0.4 1.2
F 1.0441 -5.9787 -2.1259 0.4 -1.7 1.9
H 2.6945 -3.8647 -4.0566 -0.6 -0.2 -0.3
H 3.2127 -5.4449 -3.5045 0.1 0.0 0.7
H 0.6200 -4.9626 -3.6389 -0.5 0.8 0.0
C -0.1320 5.3227 2.5345 1.7 -0.7 0.3
N -1.2638 6.1481 2.9354 -3.2 0.6 -0.8
O -1.1763 7.3656 3.0245 0.9 -1.0 0.1
O -2.3516 5.5660 3.0811 1.6 0.3 0.1
H 0.3880 5.0845 3.4624 0.0 0.0 0.1
H 0.5936 5.8359 1.9034 -0.5 0.4 0.1
H -0.3892 4.3685 2.0747 -0.6 0.4 0.2
C 1.5483 -0.1727 1.6844 -0.3 0.2 0.8
N 1.2087 1.1275 2.4065 0.6 0.4 2.5
O 1.5542 1.2704 3.6256 -0.8 -0.5 -3.6
O 0.5686 1.9602 1.7816 0.6 -0.6 0.4
H 0.6043 -0.4859 1.2386 0.3 0.0 -0.2
H 1.8823 -0.8902 2.4340 -0.1 0.2 0.0
H 2.3472 -0.0233 0.9581 -0.3 0.3 0.0

***

15
Properties=species:S:1:pos:R:3:forces:R:3 method="wB97M-V/def2-TZVPD" total_energy_ha=-1405.8068 e_lumo_ev=-0.113 orbital_gap_ev=8.406
C -0.7283 -1.0362 1.3038 0.6 -0.6 5.5
C -0.7260 0.4078 -0.6071 -2.4 3.8 -1.9
C -1.4608 1.5044 -1.0884 1.0 -0.9 0.2
C 1.2614 -0.8378 -0.7871 4.1 3.6 1.8
H -0.8532 -0.0210 1.9301 0.5 -1.9 -1.8
H -1.1168 -1.7706 2.1809 0.8 1.1 -2.6
H 0.3950 -1.2346 1.0951 -2.2 0.1 1.0
H -2.6078 1.6245 -1.1261 2.1 -1.0 0.3
H -0.9730 2.3793 -1.5626 0.1 -0.6 0.6
H 2.6032 0.6959 0.3775 0.2 0.4 0.3
H 0.7594 -1.6210 -1.2255 -1.7 -1.1 -1.0
N 0.7149 0.3477 -0.4090 -2.8 -0.8 -1.5
S -1.6499 -0.9995 -0.1898 0.0 -0.3 0.2
S 1.4871 1.5410 0.5986 -0.1 -0.8 -0.8
S 2.8950 -0.9802 -0.4904 -0.1 -1.0 -0.4